P) The ion C5H7N2 with charge +1, computed with ωB97M-V/def2-TZVPD.

- Net charge: +1
- LUMO: -5.198 eV
- Spin multiplicity: 1
- SMILES: CCC=[N+]=c1cn1

Structure (XYZ):
```
14
C5H7N2, DFT ωB97M-V/def2-TZVPD
C 1.175 -1.346 -0.063
C -0.313 -1.365 -0.455
C -1.022 -0.107 -0.543
N -0.447 1.014 -0.712
C -0.111 2.018 -0.087
C -0.187 2.390 1.228
N 0.433 3.170 0.371
H 1.540 -2.343 0.110
H 1.325 -0.786 0.760
H 1.786 -1.054 -0.931
H -1.002 -1.861 0.219
H -0.474 -1.874 -1.387
H -2.052 -0.330 -0.802
H -0.651 2.474 2.293
```

***

Q) The ion C5H7N2 with charge +1, computed with ωB97M-V/def2-TZVPD.

- Net charge: +1
- LUMO: -4.748 eV
- Spin multiplicity: 1
- SMILES: C#CC1=[NH+]CCN1

Structure (XYZ):
```
14
C5H7N2, DFT ωB97M-V/def2-TZVPD
C -3.570 -0.029 -0.026
C -2.407 -0.288 -0.014
C -0.603 -0.539 0.107
N -0.140 0.690 0.109
C 1.264 0.871 0.127
C 1.725 -0.622 -0.134
N 0.616 -1.371 0.249
H -4.431 0.634 -0.115
H -0.823 1.445 0.102
H 1.615 1.230 1.222
H 1.685 1.554 -0.487
H 1.774 -0.469 -1.287
H 2.666 -0.835 0.321
H 0.628 -2.271 -0.174
```

***

R) The ion C5H7N2 with charge +1, computed with ωB97M-V/def2-TZVPD.

- Net charge: +1
- LUMO (spin up / spin down): -5.305 / -5.306 eV
- Spin multiplicity: 1

Structure (XYZ):
```
14
C5H7N2, DFT ωB97M-V/def2-TZVPD
C 0.193 -1.761 0.022
C -1.007 -1.234 -0.026
C 1.252 0.143 -0.100
C 2.529 0.145 0.125
C -2.102 0.981 0.080
N 0.134 0.873 -0.092
N -1.038 0.250 0.025
H 0.773 -2.635 -0.113
H -2.076 -1.476 -0.098
H 3.177 0.976 0.213
H 3.211 -0.649 0.193
H -2.172 2.078 -0.145
H -3.096 0.548 0.467
H 0.222 1.763 -0.551
```

***

Verdict on stability: P) comes out on top.

***

P) A cluster of 4 separate species, C4H12O3 in total, computed with ωB97M-V/def2-TZVPD.

- Net charge: -1
- LUMO (spin up / spin down): 3.388 / 3.329 eV
- ⟨S²⟩: 0.755
- Spin multiplicity: 2

Structure (XYZ):
```
19
C4H12O3, DFT ωB97M-V/def2-TZVPD
C -0.297 0.870 1.402
C 0.111 -0.403 1.454
C 0.196 -1.491 0.459
C -0.941 -1.990 -0.057
H -0.617 1.413 0.372
H -0.575 1.420 2.245
H 0.303 -0.794 2.419
H 1.108 -1.921 0.075
H -0.901 -2.893 -0.580
H -1.888 -1.470 0.123
H 3.442 0.644 -0.100
H 2.009 0.746 0.170
O 2.609 0.338 -0.514
H 0.695 0.560 -1.555
H 1.111 1.895 -2.058
O 0.240 1.343 -1.924
H -1.544 0.913 -0.853
H -2.735 0.570 -0.163
O -2.328 0.252 -0.914
```

***

Q) A cluster of 3 separate species, C4H12O3 in total, computed with ωB97M-V/def2-TZVPD.

- Net charge: -1
- LUMO (spin up / spin down): 3.418 / 3.348 eV
- ⟨S²⟩: 0.758
- Spin multiplicity: 2

Structure (XYZ):
```
19
C4H12O3, DFT ωB97M-V/def2-TZVPD
C 0.589 -1.860 -0.531
C -0.979 0.606 1.858
O -1.362 1.467 0.781
C 0.132 -0.343 1.510
C 0.648 -0.540 0.191
H 0.343 -1.734 -1.597
H -0.175 -2.518 -0.125
H 1.543 -2.434 -0.574
H -1.902 0.093 2.174
H -0.722 1.236 2.731
H -0.523 1.737 0.385
H 0.613 -0.820 2.382
H 1.165 0.286 -0.331
H 2.971 1.053 -1.819
H 3.970 2.007 -2.401
O 3.067 1.993 -2.059
H -3.539 0.089 -1.489
H -2.630 0.154 -0.303
O -3.209 -0.473 -0.781
```

***

Verdict on stability: Q) comes out on top.

***

P) A cluster of 2 separate species, C4H8NO in total, computed with ωB97M-V/def2-TZVPD.

- Net charge: +1
- LUMO (spin up / spin down): -3.593 / -8.935 eV
- ⟨S²⟩: 2.009
- Spin multiplicity: 3

Structure (XYZ):
```
14
C4H8NO, DFT ωB97M-V/def2-TZVPD
C -2.302 -0.102 0.045
C -3.043 0.605 -0.713
C -1.462 -0.569 1.084
C 1.388 -0.766 -0.597
N 0.782 0.300 0.081
O -1.624 -1.448 0.135
H -3.554 0.214 -1.676
H -3.184 1.644 -0.327
H -1.082 -0.650 2.129
H 2.148 -1.446 -0.140
H 0.439 -1.372 -0.975
H 1.911 -0.534 -1.455
H 0.137 0.795 -0.493
H 1.382 1.006 0.593
```

***

Q) A structure of composition C4H8NO, computed with ωB97M-V/def2-TZVPD.

- Net charge: +1
- LUMO (spin up / spin down): -5.724 / -9.050 eV
- ⟨S²⟩: 2.038
- Spin multiplicity: 3

Structure (XYZ):
```
14
C4H8NO, DFT ωB97M-V/def2-TZVPD
C -0.230 0.830 0.846
C 0.490 -0.583 1.017
C 1.997 -0.747 0.990
C -2.038 0.680 -1.969
N -0.667 0.312 -0.283
O -0.097 -0.935 -0.288
H -0.464 1.706 1.402
H -0.011 -1.154 1.855
H 2.496 -0.461 2.009
H 2.497 -0.034 0.260
H 2.285 -1.629 0.437
H -1.768 -0.365 -2.274
H -1.411 1.471 -2.208
H -3.080 0.908 -1.793
```

***

Verdict on stability: P) comes out on top.